159
Properties=species:S:1:pos:R:3:forces:R:3 method="wB97M-V/def2-TZVPD" total_energy_ev=-111650.25505 multiplicity=1
C 13.815227 13.565128 12.652585 -0.09 -0.40 -0.02
O 12.836941 14.435048 13.279769 0.50 0.67 0.51
P 13.082376 15.394416 14.545055 -1.32 -0.84 -0.05
O 13.314875 14.806145 15.866816 0.73 -0.36 0.13
O 14.234509 16.291781 14.012693 1.42 0.60 -0.19
C 15.097547 17.106781 14.832316 0.49 0.00 1.25
O 11.687112 16.159142 14.535253 0.39 0.30 -0.32
C 11.374154 17.186940 15.517029 -0.03 -0.46 1.09
H 13.211669 12.709491 12.427763 -0.19 -0.67 -0.28
H 14.591327 13.180438 13.343904 -0.22 0.78 -0.39
H 14.226952 13.897958 11.655774 -0.33 0.40 1.44
H 14.654061 18.074584 14.879362 -0.39 0.77 0.13
H 16.124533 17.259937 14.474693 -0.50 -0.63 -0.73
H 15.236754 16.738534 15.876498 -0.57 -0.18 -0.79
H 12.209723 17.418886 16.206717 -0.20 -0.40 -0.42
H 10.494394 16.894882 16.130660 0.64 -0.23 -0.56
H 11.116935 18.079475 14.995451 -0.14 0.63 -0.57
F 13.467732 14.285088 22.786153 -0.14 0.23 -0.84
C 12.739217 14.646557 21.687762 -0.78 1.01 0.73
C 13.280662 14.943013 20.472999 0.29 -0.15 -0.69
C 12.395970 15.238921 19.407801 2.51 -0.24 -0.52
C 11.050338 15.395088 19.553081 -0.74 0.19 -0.69
C 10.532834 15.217007 20.823772 0.49 -0.48 0.64
C 11.381513 14.887262 21.869812 0.33 -0.47 -0.54
H 14.360668 14.980363 20.319506 -0.34 -0.38 -0.04
H 12.917885 15.265557 18.433601 -0.69 0.42 0.33
H 10.439164 15.683273 18.681408 0.20 -0.34 0.61
H 9.491514 15.189162 21.064262 -0.57 0.54 -0.21
H 10.999604 14.786686 22.841644 -0.57 -0.29 1.19
F 16.961449 17.351390 20.312268 -0.13 0.48 -0.30
C 16.946552 16.209001 19.587079 -1.57 0.50 0.19
C 16.008010 16.009289 18.596073 -0.34 -1.17 -0.83
C 16.051473 14.783319 17.869012 -0.30 1.29 0.88
C 17.016454 13.870619 18.213754 0.84 -1.31 0.55
C 17.841496 14.053419 19.322567 0.55 0.16 0.36
C 17.787071 15.250196 20.025668 1.28 -0.72 -0.29
H 15.217371 16.720388 18.406323 0.08 0.22 0.00
H 15.281407 14.522372 17.145017 0.20 0.36 -0.07
H 17.155508 12.923744 17.701726 -0.39 0.10 -0.20
H 18.551913 13.286985 19.667948 -0.44 0.30 -0.45
H 18.463009 15.564178 20.806825 0.08 -0.50 0.29
F 11.493870 20.800412 15.151874 -0.01 0.52 -0.63
C 11.811773 21.850736 14.325059 -0.62 -0.57 0.74
C 10.917911 22.346658 13.420607 0.45 1.35 -0.63
C 11.364273 23.475822 12.659800 -1.71 -1.46 0.74
C 12.584019 24.070174 12.800740 -0.26 -2.05 1.19
C 13.446659 23.481086 13.709629 1.65 0.42 0.37
C 13.043764 22.413968 14.491885 1.49 -0.42 0.40
H 9.906881 21.972859 13.351797 0.04 -0.15 -0.17
H 10.642281 23.857618 11.981435 -0.42 0.45 -0.61
H 12.845966 24.878247 12.219552 0.63 1.65 -1.13
H 14.499547 23.848164 13.790546 -1.06 -0.29 0.14
H 13.716963 21.924966 15.208927 -0.23 0.43 -0.35
F 15.455185 19.905162 16.237767 -0.35 0.47 0.46
C 16.081927 21.113719 16.333281 -0.60 0.02 0.62
C 15.582930 22.164581 17.122413 0.14 -0.69 0.55
C 16.246641 23.382825 17.106508 0.90 -1.49 -1.56
C 17.349829 23.533398 16.241164 0.00 1.24 0.90
C 17.851338 22.441614 15.550411 -0.28 0.69 -0.65
C 17.215750 21.217642 15.590951 -0.06 0.21 -0.42
H 14.786128 22.040827 17.858759 -0.04 -0.30 -0.56
H 15.893817 24.149812 17.734362 -0.26 0.97 0.50
H 17.795042 24.555585 16.181270 -0.15 -1.13 -0.13
H 18.608561 22.547337 14.794467 0.53 0.25 0.16
H 17.497546 20.404254 14.941493 0.19 -0.20 0.07
F 17.574163 14.643193 14.543897 -0.38 -0.45 0.00
C 18.063403 13.414870 14.873270 0.37 1.29 -0.15
C 19.389166 13.395985 15.260050 -0.29 -1.59 -0.19
C 19.901613 12.148004 15.607637 -0.11 0.66 0.43
C 19.116604 10.995594 15.610891 0.09 1.13 -0.10
C 17.783843 11.062615 15.209638 1.04 0.32 0.81
C 17.263599 12.299578 14.852962 -1.23 -0.72 -0.24
H 20.032659 14.248646 15.289980 -0.09 0.56 -0.04
H 20.902894 12.187949 16.018940 0.11 -0.57 -0.16
H 19.564266 10.136797 16.036536 0.10 -1.03 0.08
H 17.160859 10.196736 15.353524 -0.27 -0.12 -0.33
H 16.190298 12.305552 14.617657 0.59 0.56 -0.02
F 13.051449 18.318268 22.313057 0.38 -0.51 2.35
C 13.123920 18.597773 21.042043 0.85 0.36 -0.66
C 11.948860 18.601274 20.375048 -1.07 0.55 -1.58
C 12.019262 18.921095 19.018069 0.00 -0.75 -0.52
C 13.223144 19.192730 18.402377 1.09 0.37 0.13
C 14.410256 19.197513 19.135539 0.52 0.17 -0.02
C 14.366984 18.878525 20.469591 -0.30 -0.15 0.50
H 10.974552 18.407836 20.829008 0.50 -0.10 0.03
H 11.164019 18.766817 18.380806 -0.42 0.36 0.09
H 13.366337 19.437799 17.369603 -0.65 -0.02 -0.57
H 15.399409 19.446276 18.696718 -0.91 -0.25 0.11
H 15.274802 18.822722 21.052122 -0.14 0.03 0.19
C 13.220680 10.794738 15.529606 -0.80 0.69 -1.33
C 14.200839 9.752774 15.135349 -1.17 1.51 -1.76
O 14.612313 9.002640 15.935753 1.54 -2.51 2.84
C 14.606012 9.636211 13.730697 0.35 -0.09 -2.02
H 13.131004 10.725908 16.574173 0.04 0.47 1.45
H 12.201975 10.586272 15.146943 0.56 0.03 -0.24
H 13.529714 11.785231 15.151016 -0.27 -0.24 0.41
H 15.151590 10.497675 13.323133 -0.15 0.01 0.34
H 13.715130 9.566016 13.084799 0.19 -0.04 0.18
H 15.240232 8.754205 13.564535 -0.28 0.21 0.19
C 8.163869 12.880655 16.967576 -0.95 -1.29 -0.28
C 9.273985 13.859490 16.765443 0.34 -0.72 0.88
O 9.040491 15.029225 16.652629 -0.24 1.20 -0.36
C 10.675894 13.324254 16.848674 -0.37 0.13 -0.63
H 8.300214 11.938653 16.369478 -0.06 0.85 0.53
H 7.198870 13.331970 16.716155 0.23 -0.02 -0.11
H 8.072470 12.571580 18.025270 0.38 0.15 -0.34
H 10.864659 13.020075 17.883279 0.09 -0.09 -0.16
H 11.369390 14.117150 16.538300 -0.06 -0.58 0.18
H 10.696827 12.445840 16.180139 0.46 0.25 0.34
C 8.715031 16.829383 12.276550 -1.03 -0.34 -0.38
C 8.623791 18.335169 12.402700 0.45 -0.05 1.64
O 8.802553 18.879478 13.489329 -0.10 -0.42 -1.00
C 8.294266 19.109945 11.190948 -0.61 0.72 -0.38
H 8.141192 16.411222 13.127563 0.64 0.03 -0.33
H 9.744278 16.437970 12.248162 -0.32 0.29 0.23
H 8.198207 16.516719 11.343380 0.43 0.06 0.48
H 8.372425 20.180478 11.407782 0.04 -0.22 -0.17
H 7.269866 18.896405 10.848888 0.17 -0.05 0.23
H 8.935664 18.814180 10.373817 0.39 0.01 -0.27
C 17.968158 17.935453 17.038874 0.31 0.81 -0.81
C 18.783515 17.772096 15.782509 0.97 -0.59 0.35
O 18.358258 18.047849 14.683040 -0.12 0.00 0.16
C 20.261572 17.341741 15.945916 -1.20 0.85 -1.61
H 18.158390 17.254519 17.851036 0.25 -0.31 -0.12
H 16.924385 17.984278 16.766431 -0.26 -0.04 0.17
H 18.276515 18.934213 17.362502 -0.14 0.15 0.31
H 20.848153 18.249767 15.864497 0.17 0.33 0.14
H 20.501332 16.790812 15.023971 0.10 -0.26 0.64
H 20.469020 16.885493 16.881914 0.22 -0.73 0.58
C 7.980843 19.824440 17.453449 -0.04 -0.31 -1.06
C 8.484625 19.870793 18.860705 0.90 0.87 -0.96
O 8.738426 18.875218 19.477091 -0.01 -0.83 0.67
C 8.727306 21.243859 19.443257 -1.73 -0.30 0.16
H 7.362537 18.950360 17.292229 -0.15 -0.31 0.19
H 8.824211 19.674038 16.719302 -0.65 0.59 0.76
H 7.365255 20.697577 17.210262 0.44 0.00 -0.16
H 9.241667 21.110549 20.366988 0.72 0.18 0.55
H 7.682795 21.517382 19.732175 0.61 0.38 -0.22
H 9.137596 22.010441 18.781660 -0.05 -0.31 0.04
C 11.950719 19.092515 12.049545 -0.90 -0.66 -0.36
C 12.100477 18.064769 10.922407 -0.01 0.93 -0.07
O 11.400910 18.083172 9.920485 0.44 -0.01 0.84
C 13.106993 16.976241 11.150507 -0.03 -0.36 0.18
H 11.358850 19.964135 11.749799 0.49 -0.04 -0.21
H 12.904142 19.344494 12.516849 -0.16 0.02 0.00
H 11.282513 18.591681 12.772701 0.54 0.08 0.15
H 12.922487 16.471868 12.103119 -0.60 -0.16 -0.48
H 14.142980 17.243541 11.334420 0.15 0.79 -0.39
H 13.046556 16.330044 10.285246 0.07 -0.47 0.06
C 16.492073 10.880235 9.216702 -0.09 1.32 -0.75
C 15.319754 11.397523 10.027838 0.29 -0.80 -3.17
O 15.404064 11.437627 11.195027 0.08 0.39 3.77
C 14.063455 11.791676 9.309528 -0.36 -0.55 -0.49
H 17.416352 11.402356 9.513847 -0.35 -0.40 0.21
H 16.338186 11.144608 8.152649 0.12 -0.75 0.39
H 16.556681 9.821967 9.435216 0.24 -0.25 -0.34
H 13.463160 10.923341 8.915099 0.85 0.72 0.32
H 14.337836 12.445617 8.484680 -0.23 0.02 -0.19
H 13.463630 12.315469 10.027174 -0.53 0.33 0.18